# 1
# C40H54BIrN7S

A molecular structure, C40H54BIrN7S in a non-equilibrium geometry (wB97M-V/def2-TZVPD, OMol25).

Geometry as XYZ:
```
104
Properties=species:S:1:pos:R:3
Ir 0.78 -0.15 -1.06
C 2.19 -4.46 1.27
C 2.42 -3.02 0.80
C 2.49 -2.97 -0.74
C 1.36 -2.14 1.40
C 0.88 -2.21 2.70
C -0.18 -1.31 2.79
C -1.05 -1.09 3.98
C -1.68 -2.42 4.39
C -0.25 -0.48 5.14
N -0.30 -0.71 1.59
N 0.66 -1.19 0.76
B -1.45 0.18 1.06
N -1.99 -0.52 -0.20
N -1.14 -0.77 -1.23
C -1.77 -1.57 -2.12
C -3.06 -1.78 -1.66
C -3.18 -1.11 -0.44
C -4.47 -1.16 0.31
C -4.49 -0.95 1.82
C -5.47 -0.21 -0.37
C -1.16 -2.18 -3.34
C -1.99 -1.84 -4.58
C -1.06 -3.70 -3.18
N -0.93 1.59 0.74
N 0.11 1.83 -0.10
C 0.35 3.15 -0.13
C -0.58 3.77 0.72
C -1.37 2.76 1.26
C -2.51 2.92 2.20
C -3.81 3.02 1.38
C -2.35 4.16 3.07
C 1.43 3.89 -0.84
C 1.81 3.35 -2.21
C 2.66 4.00 0.07
H 2.96 -5.11 0.86
H 2.23 -4.54 2.35
H 1.21 -4.83 0.94
H 3.39 -2.70 1.21
H 1.52 -2.72 -1.18
H 3.24 -2.26 -1.08
H 2.78 -3.94 -1.12
H 1.25 -2.83 3.49
H -1.85 -0.39 3.73
H -0.94 -3.11 4.79
H -2.43 -2.25 5.17
H -2.18 -2.90 3.55
H 0.57 -1.13 5.43
H 0.15 0.49 4.87
H -0.91 -0.36 6.00
H -2.28 0.25 1.87
H -3.82 -2.36 -2.14
H -4.84 -2.18 0.13
H -4.38 0.10 2.09
H -5.46 -1.27 2.20
H -3.73 -1.54 2.32
H -5.14 0.82 -0.28
H -5.59 -0.45 -1.42
H -6.44 -0.30 0.12
H -0.14 -1.79 -3.46
H -2.98 -2.29 -4.51
H -2.11 -0.77 -4.70
H -1.50 -2.24 -5.46
H -2.05 -4.14 -3.04
H -0.62 -4.13 -4.08
H -0.44 -3.98 -2.33
H -0.66 4.82 0.90
H -2.57 2.04 2.85
H -3.82 3.95 0.82
H -3.88 2.19 0.68
H -4.66 3.00 2.04
H -2.41 5.06 2.46
H -3.15 4.20 3.80
H -1.40 4.16 3.60
H 1.04 4.91 -0.97
H 2.40 2.44 -2.12
H 0.93 3.13 -2.81
H 2.41 4.09 -2.74
H 3.16 3.03 0.16
H 3.37 4.71 -0.35
H 2.38 4.34 1.06
S 5.15 0.12 -2.24
C 5.09 0.33 -0.51
C 6.15 0.47 0.36
C 5.88 0.67 1.71
C 4.57 0.73 2.18
C 3.50 0.58 1.33
C 3.74 0.37 -0.04
N 2.81 0.21 -0.99
C 3.39 0.10 -2.26
C 2.55 0.13 -3.37
C 2.99 0.27 -4.72
C 2.09 0.65 -5.67
C 0.75 0.88 -5.35
C 0.29 0.67 -4.04
C 1.14 0.23 -3.07
H 7.16 0.43 0.00
H 6.70 0.78 2.41
H 4.39 0.91 3.23
H 2.48 0.65 1.68
H 4.04 0.14 -4.93
H 2.42 0.81 -6.69
H 0.06 1.18 -6.11
H -0.76 0.82 -3.84
```

Output
- charge = +2
- LUMO level (alpha / beta) (eV) = -7.47 / -9.32
- E_HOMO (alpha / beta) (eV) = -13.73 / -13.70
- multiplicity = 2
- <S²> = 0.841
- E (eV) = -67126.514



# 2
# C40H54BN10

11 unconnected molecules or ions with the total composition C40H54BN10 in a non-equilibrium geometry (wB97M-V/def2-TZVPD, OMol25).

Geometry as XYZ:
```
105
Properties=species:S:1:pos:R:3
B 0.13 -0.66 0.34
H -0.48 -1.88 0.71
H -0.42 -0.16 -0.45
H 0.02 -0.01 1.32
H 1.27 -0.89 0.09
N 3.65 0.69 1.05
C 3.40 2.14 1.35
C 4.89 2.80 1.39
C 5.92 1.63 1.28
C 4.97 0.38 0.97
H 2.87 -0.03 0.71
H 2.29 2.37 1.32
H 5.05 3.82 1.64
H 6.87 1.71 1.56
H 5.21 -0.56 0.74
N 0.72 -1.89 -2.09
C 1.94 -1.92 -2.84
C 1.58 -2.27 -4.30
C 0.13 -2.54 -4.27
C -0.38 -2.26 -2.91
H 0.76 -1.68 -1.15
H 2.88 -1.56 -2.33
H 2.33 -2.35 -5.27
H -0.52 -2.89 -5.02
H -1.33 -2.54 -2.50
N -2.48 -4.18 0.67
C -2.88 -4.00 -0.56
C -3.79 -5.20 -0.97
C -4.05 -5.91 0.39
C -3.27 -5.04 1.42
H -1.91 -3.44 1.16
H -2.29 -3.20 -1.08
H -4.18 -5.42 -1.96
H -4.76 -6.73 0.32
H -2.81 -5.20 2.47
N -3.41 2.35 -0.95
C -2.96 1.90 -2.15
C -3.39 3.06 -3.09
C -3.97 4.15 -2.22
C -3.81 3.63 -0.83
H -3.35 1.84 -0.01
H -2.46 0.87 -2.17
H -3.25 3.18 -4.09
H -4.23 5.08 -2.68
H -3.93 4.00 0.17
N -0.39 3.79 3.84
C -0.32 3.69 2.49
C -0.51 5.07 1.96
C -0.69 5.98 3.15
C -0.54 5.04 4.32
H -0.17 2.95 4.51
H -0.12 2.78 1.92
H -0.46 5.36 0.83
H -0.74 7.09 3.01
H -0.44 5.32 5.26
N 3.95 -4.67 0.91
C 4.52 -5.73 0.27
C 3.71 -5.88 -1.10
C 2.72 -4.74 -1.02
C 3.01 -3.88 0.26
H 4.27 -4.23 1.80
H 5.37 -6.39 0.50
H 3.80 -6.54 -1.87
H 1.99 -4.20 -1.74
H 2.76 -2.95 0.73
N 0.67 0.52 -4.21
C 0.67 0.94 -5.62
C 0.52 2.33 -5.80
C 0.56 2.93 -4.30
C 0.52 1.68 -3.49
H 0.54 -0.58 -3.81
H 0.71 0.01 -6.42
H 0.42 2.83 -6.61
H 0.49 4.03 -4.00
H 0.33 1.66 -2.21
N -2.90 0.16 1.44
C -3.26 1.22 2.29
C -4.70 1.16 2.60
C -5.23 -0.11 1.84
C -3.99 -0.58 1.10
H -1.87 0.12 1.08
H -2.44 1.98 2.28
H -5.24 1.80 3.10
H -6.07 -0.62 1.71
H -3.84 -1.52 0.42
N -0.55 4.16 -1.68
C 0.53 3.64 -1.17
C 1.55 4.84 -0.87
C 0.85 6.08 -1.47
C -0.57 5.50 -1.86
H -1.45 3.70 -1.76
H 0.61 2.59 -0.67
H 2.46 4.67 -0.43
H 1.48 7.01 -1.38
H -1.39 6.08 -2.26
N 1.17 -4.39 3.66
C 1.30 -3.07 3.73
C 1.29 -2.47 5.22
C 1.19 -3.83 6.04
C 1.23 -4.97 4.97
H 1.52 -4.76 2.85
H 1.18 -2.33 2.87
H 1.07 -1.49 5.57
H 1.13 -3.94 7.07
H 1.22 -6.11 5.04
```

Output
- charge = -1
- LUMO level (eV) = 2.25
- E_HOMO (eV) = -5.06
- multiplicity = 1
- E (eV) = -57908.831
- energy relative to the best compared isomer or geometry (same formula, charge and spin) (kJ/mol) = 523.9



# 3
# C40H54CoN6O2P3S3

A molecular structure, C40H54CoN6O2P3S3 (wB97M-V/def2-TZVPD, OMol25).

Geometry as XYZ:
```
109
Properties=species:S:1:pos:R:3
Co -0.22 0.00 0.26
N -2.98 -0.15 -0.84
P -2.42 1.27 -0.07
C -3.95 1.93 0.64
C -5.01 2.24 -0.21
C -6.22 2.66 0.31
C -6.38 2.79 1.69
C -5.33 2.50 2.54
C -4.11 2.07 2.02
C -2.06 2.45 -1.40
C -1.67 3.75 -1.04
C -1.32 4.67 -2.00
C -1.34 4.31 -3.35
C -1.72 3.03 -3.72
C -2.08 2.10 -2.75
P -1.76 -1.30 -1.07
C -1.47 -1.44 -2.85
C -0.28 -0.96 -3.41
C -0.10 -0.98 -4.79
C -1.11 -1.46 -5.61
C -2.30 -1.93 -5.06
C -2.48 -1.93 -3.68
C -2.52 -2.88 -0.65
C -3.67 -2.93 0.14
C -4.22 -4.17 0.47
C -3.63 -5.34 0.02
C -2.48 -5.28 -0.76
C -1.92 -4.06 -1.10
H -3.85 -0.18 -1.35
H -4.89 2.18 -1.29
H -7.04 2.90 -0.35
H -7.33 3.12 2.09
H -5.45 2.62 3.61
H -3.28 1.87 2.69
H -1.66 4.03 0.01
H -1.04 5.68 -1.72
H -1.07 5.04 -4.11
H -1.75 2.76 -4.77
H -2.37 1.10 -3.05
H 0.51 -0.61 -2.76
H 0.82 -0.62 -5.22
H -0.97 -1.47 -6.68
H -3.08 -2.31 -5.70
H -3.40 -2.31 -3.26
H -4.13 -2.02 0.49
H -5.12 -4.21 1.07
H -4.06 -6.30 0.27
H -2.02 -6.20 -1.12
H -1.04 -4.02 -1.72
C 5.84 -3.54 0.84
C 5.19 -3.92 -0.47
C 6.06 -3.71 -1.69
O 3.89 -3.19 -0.63
P 3.62 -1.73 -1.06
S 3.28 -1.50 -3.00
S 1.86 -1.16 -0.34
O 4.82 -0.90 -0.49
C 4.88 0.56 -0.33
C 5.35 1.21 -1.62
C 5.83 0.80 0.82
H 6.63 -4.26 1.05
H 5.12 -3.57 1.65
H 6.28 -2.54 0.79
H 4.85 -4.95 -0.43
H 6.38 -2.67 -1.77
H 5.54 -4.00 -2.61
H 6.96 -4.33 -1.60
H 3.88 0.89 -0.07
H 6.33 0.84 -1.90
H 5.43 2.29 -1.46
H 4.65 1.03 -2.44
H 6.84 0.47 0.57
H 5.50 0.25 1.71
H 5.86 1.86 1.06
C -0.10 5.69 2.28
C 1.06 4.71 2.47
C 1.13 3.70 1.36
N 0.58 2.55 1.38
N 0.75 1.84 0.20
C 1.43 2.50 -0.71
N 1.72 2.03 -1.93
S 1.92 4.06 -0.16
H -0.13 6.40 3.10
H -1.05 5.16 2.25
H 0.01 6.26 1.35
H 0.96 4.17 3.40
H 2.01 5.26 2.51
H 1.41 1.11 -2.20
H 2.14 2.62 -2.62
C 1.07 -0.93 2.89
C 0.93 -1.57 4.30
N -0.48 -1.69 4.67
C -1.15 -2.58 3.72
C -1.00 -2.04 2.27
N -0.28 -0.73 2.29
C -1.05 0.20 3.18
C -1.10 -0.37 4.62
H 1.65 -1.58 2.23
H 1.56 0.04 2.93
H 1.45 -0.97 5.05
H 1.37 -2.57 4.31
H -2.21 -2.64 4.00
H -0.73 -3.58 3.81
H -1.97 -1.88 1.81
H -0.43 -2.73 1.65
H -2.05 0.28 2.76
H -0.58 1.18 3.13
H -2.13 -0.45 4.97
H -0.57 0.29 5.31
```

Output
- charge = +2
- LUMO level (alpha / beta) (eV) = -4.27 / -7.70
- E_HOMO (alpha / beta) (eV) = -12.85 / -12.88
- multiplicity = 5
- <S²> = 6.019
- E (eV) = -153382.141
- energy relative to the best compared isomer or geometry (same formula, charge and spin) (kJ/mol) = 0.0



# 4
# C40H54IrN4Si2

A molecular structure, C40H54IrN4Si2 (wB97M-V/def2-TZVPD, OMol25).

Geometry as XYZ:
```
101
Properties=species:S:1:pos:R:3
Ir -0.16 0.15 -0.61
C -3.57 -3.06 -1.12
C -4.14 -3.15 0.14
C -3.61 -2.37 1.16
C -2.54 -1.53 0.89
N -1.99 -1.45 -0.33
C -2.50 -2.20 -1.30
C -1.93 -0.69 1.95
C -2.47 -0.53 3.22
C -1.78 0.21 4.15
C -0.55 0.75 3.82
C -0.07 0.57 2.53
N -0.77 -0.10 1.62
C 1.28 0.99 2.08
C 2.16 1.65 2.97
C 3.44 2.03 2.52
C 3.82 1.68 1.27
C 2.95 0.89 0.37
N 1.58 0.70 0.85
H -3.94 -3.64 -1.95
H -4.97 -3.81 0.33
H -4.03 -2.44 2.15
H -2.03 -2.12 -2.27
H -3.42 -0.99 3.47
H -2.19 0.35 5.15
H 0.02 1.29 4.56
H 1.85 1.87 3.97
H 4.10 2.57 3.18
H 4.81 1.93 0.90
H 2.88 1.41 -0.59
C 2.78 4.81 -0.42
C 1.51 4.33 0.23
C 1.14 4.79 1.49
C -0.04 4.38 2.11
C -0.44 4.90 3.46
C -0.86 3.47 1.44
C -0.50 2.98 0.19
C 0.69 3.41 -0.41
N -1.26 1.99 -0.47
C -2.64 2.26 -0.89
C -3.64 1.89 0.24
C -5.07 2.14 -0.24
C -5.24 3.61 -0.62
C -4.27 3.97 -1.75
C -4.56 3.09 -2.97
C -4.40 1.62 -2.59
C -5.37 1.26 -1.46
C -2.96 1.38 -2.11
C -2.83 3.74 -1.27
H 2.89 5.89 -0.32
H 2.80 4.57 -1.49
H 3.65 4.35 0.04
H 1.78 5.51 2.00
H 0.39 5.42 3.94
H -0.77 4.09 4.11
H -1.26 5.60 3.37
H -1.77 3.13 1.92
H 0.94 3.07 -1.40
H -3.45 2.49 1.13
H -3.50 0.84 0.50
H -5.75 1.88 0.57
H -5.06 4.24 0.26
H -6.27 3.80 -0.93
H -4.39 5.02 -2.01
H -3.88 3.35 -3.79
H -5.58 3.27 -3.33
H -4.58 0.99 -3.46
H -5.26 0.20 -1.20
H -6.40 1.41 -1.79
H -2.26 1.61 -2.92
H -2.83 0.33 -1.84
H -2.62 4.38 -0.41
H -2.12 4.01 -2.06
C 2.72 -2.49 -3.16
Si 0.94 -2.53 -2.59
C 0.86 -3.33 -0.90
C -0.04 -3.50 -3.84
C 0.16 -0.79 -2.58
Si 0.98 0.74 -2.90
C 3.57 -0.50 0.12
C 2.82 0.90 -3.02
C 0.20 2.15 -3.83
H 3.04 -3.52 -3.33
H 3.41 -2.07 -2.43
H 2.84 -1.96 -4.10
H 1.43 -4.27 -0.92
H -0.16 -3.58 -0.59
H 1.31 -2.71 -0.12
H 0.40 -4.50 -3.97
H -0.02 -3.02 -4.82
H -1.09 -3.65 -3.56
H -0.85 -0.81 -3.00
H 2.92 -1.08 -0.53
H 3.68 -1.03 1.07
H 4.55 -0.40 -0.34
H 3.40 0.16 -2.47
H 3.15 1.90 -2.74
H 3.06 0.78 -4.08
H -0.53 2.72 -3.25
H -0.31 1.76 -4.72
H 0.98 2.84 -4.17
```

Output
- charge = +2
- LUMO level (alpha / beta) (eV) = -5.77 / -7.26
- E_HOMO (alpha / beta) (eV) = -13.19 / -14.06
- multiplicity = 6
- <S²> = 8.807
- E (eV) = -66898.096
- energy relative to the best compared isomer or geometry (same formula, charge and spin) (kJ/mol) = 16.2